[1]
108
Properties=species:S:1:pos:R:3:forces:R:3:mulliken_charge:R:1 method="wB97M-V/def2-TZVPD" lumo_energy_ev="-1.20 / -1.25" energy_ev=-82409.9541 fmax_ha_per_bohr=0.02215
Tl -0.0212 -0.0580 -0.4011 0.03 0.25 -0.55 3.34
C 6.5619 -0.4474 7.2002 0.05 0.00 0.05 -0.84
O 5.8759 -1.5012 6.5549 -0.02 -0.05 0.03 -0.46
C 5.0118 -1.1736 5.5590 -0.04 0.04 -0.07 0.91
C 4.3498 -2.2353 4.9463 0.01 -0.07 0.02 -0.85
C 3.4494 -1.9998 3.9265 0.08 0.04 -0.06 -0.30
C 3.1899 -0.7016 3.4835 0.03 0.19 0.07 -0.03
C 3.8600 0.3496 4.1026 -0.09 -0.20 -0.03 -0.71
C 4.7637 0.1256 5.1317 0.09 0.08 0.07 -0.55
C 2.2137 -0.4180 2.3973 -0.04 -0.01 -0.11 1.18
C 0.8841 -0.8110 2.6168 0.11 0.10 -0.18 -0.01
C 0.3816 -1.4495 3.8026 -0.10 -0.07 0.01 -1.53
C -0.9041 -1.8097 3.5468 0.16 0.04 0.22 -1.10
C -1.2159 -1.3588 2.2171 -0.02 0.01 -0.30 0.62
N -0.1333 -0.7195 1.7107 -0.11 -0.14 0.87 -0.39
C -2.4669 -1.4585 1.5408 0.16 0.49 -0.01 0.06
C -2.9118 -0.3689 0.7279 0.21 -0.18 0.10 0.40
C -4.2455 0.1633 0.7461 -0.20 0.12 -0.07 -1.28
C -4.2275 1.3155 0.0217 -0.02 -0.04 0.10 -1.26
C -2.8982 1.4662 -0.4961 0.20 0.02 -0.13 0.18
C -2.4577 2.4547 -1.3844 0.15 -0.13 -0.06 1.40
C -3.4458 3.4618 -1.8505 0.03 0.15 0.04 -0.37
C -4.6164 3.1051 -2.5231 0.05 0.00 -0.03 -0.31
C -5.5177 4.0628 -2.9413 -0.05 0.00 -0.03 -0.87
C -5.2770 5.4125 -2.6910 0.05 -0.10 0.02 0.94
O -6.2212 6.2784 -3.1415 -0.03 0.02 0.01 -0.46
C -5.9889 7.6578 -2.9386 -0.03 0.07 -0.02 -0.84
C -4.1212 5.7869 -2.0165 0.01 0.13 -0.03 -0.61
C -3.2191 4.8137 -1.6093 -0.08 -0.14 0.01 -0.62
C -1.1403 2.5807 -1.8733 -0.09 -0.13 0.05 -0.06
N -0.0434 1.8924 -1.4409 0.00 0.57 -0.05 -0.41
C 1.0458 2.3467 -2.1338 0.08 -0.20 0.08 0.16
C 2.3808 2.0066 -1.8401 -0.10 -0.03 0.15 1.35
C 3.4596 2.4621 -2.7550 0.09 -0.04 -0.11 -0.24
C 3.6904 3.7952 -3.0698 0.02 -0.12 0.13 -0.97
C 4.6798 4.1648 -3.9728 0.02 0.13 -0.07 -0.48
C 5.4700 3.1933 -4.5732 -0.07 -0.03 0.05 0.97
O 6.4439 3.4507 -5.4848 0.05 -0.01 0.02 -0.46
C 6.6109 4.7912 -5.9032 0.02 -0.01 -0.02 -0.84
C 5.2804 1.8538 -4.2365 0.04 0.01 -0.02 -0.91
C 4.2908 1.5000 -3.3444 -0.10 0.10 -0.03 -0.16
C 2.7872 1.2904 -0.6931 -0.11 0.07 0.02 0.37
C 4.1340 1.2156 -0.1945 0.01 -0.02 -0.02 -1.29
C 4.0871 0.5603 0.9944 0.03 0.03 -0.04 -1.39
C 2.7095 0.2289 1.2460 -0.17 -0.07 0.00 -0.02
N 1.9596 0.6711 0.1945 0.59 0.36 0.27 -0.48
C 0.5990 3.2948 -3.1165 -0.05 0.01 -0.09 -1.22
C -0.7368 3.4618 -2.9349 0.06 0.00 -0.05 -1.24
N -2.1259 0.4409 -0.0189 -0.72 0.17 0.33 -0.44
C -3.3599 -2.6080 1.7122 -0.27 -0.20 0.03 1.09
C -4.4300 -2.8096 0.8268 0.21 0.05 0.11 -1.05
C -5.2717 -3.9047 0.9198 -0.18 -0.15 -0.06 -0.78
C -5.0635 -4.8678 1.8994 0.13 0.17 -0.07 0.86
O -5.8218 -5.9763 2.0636 0.00 -0.08 0.05 -0.47
C -6.8586 -6.2059 1.1298 -0.07 -0.06 -0.02 -0.85
C -3.9707 -4.7253 2.7535 0.00 -0.07 0.01 -1.29
C -3.1344 -3.6379 2.6453 -0.02 0.06 0.00 0.06
H 7.1497 -0.9088 7.9893 0.00 0.00 -0.02 0.25
H 5.8679 0.2695 7.6466 0.00 0.00 -0.02 0.33
H 7.2323 0.0725 6.5102 -0.03 0.02 0.00 0.34
H 4.5649 -3.2413 5.2826 -0.01 0.01 0.00 0.43
H 2.9528 -2.8325 3.4441 -0.02 -0.01 0.02 0.76
H 3.6601 1.3630 3.7798 0.01 0.03 0.00 0.51
H 5.2626 0.9695 5.5871 -0.01 -0.02 0.00 0.38
H 0.9253 -1.5829 4.7229 -0.01 0.02 0.01 0.64
H -1.6003 -2.2352 4.2498 0.12 0.10 0.02 0.84
H -5.0661 -0.2429 1.3154 0.02 0.03 -0.01 0.68
H -5.0260 2.0259 -0.1146 -0.04 -0.05 0.01 0.61
H -4.8083 2.0606 -2.7350 0.00 0.00 0.00 0.55
H -6.4183 3.7897 -3.4756 0.00 0.00 0.01 0.43
H -6.8473 8.1748 -3.3588 0.01 -0.01 -0.01 0.25
H -5.0823 7.9864 -3.4546 0.00 0.00 0.03 0.34
H -5.9128 7.9020 -1.8757 0.01 -0.03 -0.01 0.33
H -3.9075 6.8245 -1.8007 -0.02 -0.02 -0.01 0.38
H -2.3247 5.1116 -1.0772 0.02 0.00 0.00 0.51
H 3.1126 4.5685 -2.5807 -0.07 0.00 -0.03 0.58
H 4.8211 5.2136 -4.1932 0.01 -0.02 0.00 0.36
H 7.4272 4.7822 -6.6203 -0.02 0.00 -0.01 0.25
H 6.8775 5.4438 -5.0679 -0.01 -0.01 0.00 0.32
H 5.7052 5.1680 -6.3867 0.01 0.02 0.02 0.35
H 5.9162 1.1071 -4.6940 -0.02 0.00 -0.02 0.43
H 4.1329 0.4565 -3.1043 0.01 -0.03 0.00 0.53
H 4.9939 1.6494 -0.6763 0.04 -0.04 0.00 0.52
H 4.9158 0.3214 1.6388 0.00 0.03 0.04 0.58
H 1.2181 3.7717 -3.8558 0.02 0.03 0.00 0.63
H -1.3997 4.0974 -3.4973 0.01 0.04 0.01 0.55
H -4.5910 -2.1160 0.0154 0.01 -0.03 -0.02 0.54
H -6.0702 -4.0137 0.1987 0.02 0.04 0.02 0.39
H -7.2861 -7.1710 1.3883 -0.01 0.02 0.00 0.25
H -6.4723 -6.2477 0.1081 0.01 0.01 0.01 0.34
H -7.6359 -5.4398 1.1949 0.03 0.02 0.00 0.33
H -3.7773 -5.5007 3.4837 0.00 0.00 -0.01 0.44
H -2.2691 -3.5993 3.2859 -0.14 -0.18 -0.09 0.06
C -1.5990 -5.6778 -1.2274 0.24 0.02 -0.01 -0.74
Si 0.0939 -5.0262 -0.7201 0.01 -0.06 -0.05 -0.05
C 0.4084 -5.4100 1.0998 -0.02 0.14 -0.21 -0.60
C 1.4860 -5.7106 -1.7907 -0.22 0.01 0.12 -1.02
C 0.0792 -3.1968 -0.9704 0.02 -0.21 -0.02 -0.28
C 0.0769 -1.9898 -1.1043 0.04 -1.06 -0.41 -0.96
H -1.6389 -6.7697 -1.2242 0.04 0.01 0.03 0.33
H -1.8591 -5.3317 -2.2297 0.02 0.00 0.01 0.32
H -2.3605 -5.3087 -0.5381 -0.03 0.04 0.04 0.07
H 0.4071 -6.4858 1.2886 -0.01 -0.01 -0.06 0.36
H -0.3652 -4.9582 1.7243 -0.02 0.02 -0.01 0.06
H 1.3730 -5.0129 1.4234 0.00 0.02 -0.03 0.19
H 1.5167 -6.8023 -1.7795 -0.02 0.00 0.02 0.31
H 2.4514 -5.3425 -1.4382 -0.02 0.03 0.02 0.29
H 1.3650 -5.3838 -2.8249 -0.02 0.00 0.00 0.31

=====

[2]
111
Properties=species:S:1:pos:R:3:forces:R:3:mulliken_charge:R:1 method="wB97M-V/def2-TZVPD" lumo_energy_ev="-4.72 / -4.71" total_charge=+1 energy_ev=-122243.5074 fmax_ha_per_bohr=0.01216
Pt -1.5509 1.1932 0.4021 -0.21 -0.45 0.09 1.95
O -5.5955 1.8475 0.1865 -0.08 -0.17 -0.29 -0.64
S -4.4917 0.9519 0.2396 0.14 0.22 0.13 1.19
O -3.6788 0.9419 1.4798 -0.01 0.09 0.12 -0.61
O -3.5063 0.9911 -0.9080 0.32 0.08 0.04 -0.65
C -5.0469 -0.7044 0.1815 0.10 0.11 0.01 0.19
C -6.3605 -1.0515 -0.0479 -0.11 -0.03 -0.04 -0.37
C -6.6838 -2.3966 -0.1726 0.00 0.08 0.01 -0.78
C -5.6785 -3.3470 -0.1190 0.05 0.00 0.01 -1.07
C -4.3561 -2.9721 0.0900 -0.04 -0.08 0.00 -0.06
C -4.0264 -1.6362 0.3012 0.09 -0.08 0.01 0.18
P -2.2490 -1.1757 0.6076 -0.20 0.04 0.00 0.79
C -1.8057 -1.9545 2.1894 -0.07 -0.06 -0.02 1.43
C -2.2344 -3.2463 2.5136 -0.04 -0.04 -0.02 -0.17
C -1.9165 -3.8065 3.7381 0.04 0.01 0.01 -0.91
C -1.1697 -3.0887 4.6650 0.00 -0.04 0.01 -0.77
C -0.7344 -1.8128 4.3523 0.01 0.02 0.02 -0.55
C -1.0514 -1.2540 3.1219 0.10 -0.01 0.01 -0.50
C -1.6283 -2.2307 -0.7443 0.09 -0.04 0.07 1.02
C -2.0563 -1.8955 -2.0289 0.01 0.00 -0.02 -1.15
C -1.7696 -2.7352 -3.0930 -0.06 -0.03 0.01 -0.71
C -1.0751 -3.9188 -2.8785 0.00 0.00 -0.02 -0.83
C -0.6564 -4.2600 -1.5988 0.05 0.01 0.00 -0.89
C -0.9292 -3.4176 -0.5295 0.07 0.09 0.01 0.10
H -7.1066 -0.2725 -0.1369 0.03 -0.01 0.01 0.64
H -7.7096 -2.6953 -0.3409 0.01 0.00 0.00 0.41
H -5.9135 -4.3934 -0.2606 0.00 0.00 0.00 0.44
H -3.5953 -3.7397 0.0484 -0.03 0.04 -0.02 0.24
H -2.8252 -3.8293 1.8234 0.03 0.05 0.07 0.29
H -2.2604 -4.8063 3.9700 0.01 0.02 0.00 0.46
H -0.9320 -3.5256 5.6265 -0.01 0.01 -0.01 0.44
H -0.1532 -1.2393 5.0631 -0.02 -0.02 -0.01 0.51
H -0.6848 -0.2696 2.8906 -0.03 0.16 -0.01 -0.42
H -2.6202 -0.9828 -2.1935 -0.01 -0.01 0.01 0.49
H -2.1006 -2.4672 -4.0881 0.01 -0.01 0.01 0.53
H -0.8654 -4.5816 -3.7086 -0.01 0.01 0.01 0.48
H -0.1194 -5.1849 -1.4277 -0.01 0.01 0.00 0.46
H -0.5881 -3.6834 0.4654 -0.01 -0.01 -0.03 0.29
C 3.0676 6.2774 -0.4621 -0.07 0.03 -0.05 -0.58
O 1.9992 6.8704 0.2546 -0.01 -0.05 0.02 -0.47
C 0.8606 6.1632 0.4242 0.05 0.00 -0.05 0.75
C -0.1888 6.8740 1.0151 -0.01 0.01 0.00 -1.10
C -1.4022 6.2568 1.1506 0.00 0.00 -0.02 -0.78
C -1.6239 4.9365 0.7317 0.11 0.04 0.11 0.27
C -2.9617 4.3693 0.8001 0.02 -0.13 -0.02 0.58
C -4.1503 5.2136 1.1698 -0.04 0.05 0.02 -1.92
O -3.1337 3.1883 0.5390 -0.22 0.36 0.04 0.07
C -0.5492 4.1972 0.1920 -0.06 -0.10 -0.06 -0.11
O -0.6595 2.9594 -0.3244 -0.17 0.22 -0.14 -0.74
C 0.6977 4.8359 0.0490 -0.09 0.03 0.04 0.44
H 3.8389 7.0385 -0.5350 0.00 -0.01 0.00 0.30
H 2.7497 5.9828 -1.4663 0.00 0.00 0.01 0.28
H 3.4603 5.4103 0.0653 0.06 -0.13 0.06 0.17
H -0.0261 7.8999 1.3147 0.00 -0.02 0.00 0.48
H -2.2273 6.8147 1.5739 0.03 -0.02 0.00 0.48
H -4.1851 6.1360 0.5902 -0.01 -0.02 -0.02 0.47
H -4.1025 5.4890 2.2261 0.01 -0.02 -0.01 0.40
H -5.0471 4.6251 0.9951 -0.01 0.01 0.01 0.29
H 1.5178 4.2822 -0.3767 0.05 -0.09 -0.05 0.05
C 1.1657 -0.8598 0.3506 0.01 -0.03 0.18 0.54
P 0.6136 0.7694 -0.2155 0.22 0.03 -0.18 1.62
C 0.6474 0.8110 -2.0188 0.05 -0.07 0.01 0.28
C 0.7490 2.0018 -2.7518 -0.09 -0.04 0.09 0.00
C 0.8033 1.9617 -4.1316 -0.02 0.03 0.01 -0.89
C 0.7401 0.7458 -4.8042 0.00 0.01 -0.03 -1.04
C 0.6340 -0.4336 -4.0893 0.04 0.01 0.01 -0.56
C 0.5958 -0.4018 -2.7034 0.01 -0.10 0.06 -0.02
C 1.9692 1.7653 0.4451 0.01 0.28 -0.29 1.29
C 3.0312 1.9710 -0.4423 -0.07 0.03 -0.01 -0.47
C 4.2297 2.4980 0.0106 0.02 0.04 0.06 -0.96
C 4.3860 2.8220 1.3505 0.02 0.06 -0.09 -0.98
C 3.3320 2.6299 2.2287 -0.06 -0.01 0.03 -0.79
C 2.1278 2.1028 1.7848 0.01 -0.09 0.07 -0.56
P 3.0102 -1.2459 0.4121 0.02 -0.07 0.02 -0.15
C 3.3756 -1.6449 -1.3372 0.02 0.07 -0.07 0.60
C 2.7846 -2.6987 -2.0360 -0.02 0.00 0.04 -0.26
C 3.1069 -2.9395 -3.3591 0.02 0.01 -0.04 -0.54
C 4.0296 -2.1249 -4.0091 -0.03 -0.01 -0.02 -0.69
C 4.6326 -1.0822 -3.3259 0.00 0.01 0.00 -0.59
C 4.3112 -0.8495 -1.9931 0.02 0.02 0.00 -0.64
C 2.8811 -2.9450 1.1165 -0.06 0.01 0.04 0.46
C 1.9849 -3.2697 2.1362 -0.01 0.02 -0.04 -0.15
C 1.9913 -4.5295 2.7195 0.01 -0.02 -0.01 -0.40
C 2.9056 -5.4866 2.3067 -0.01 0.00 0.01 -0.76
C 3.8195 -5.1692 1.3126 0.01 -0.01 -0.01 -0.69
C 3.8088 -3.9128 0.7265 0.03 0.02 -0.03 -0.63
H 0.6167 -1.6521 -0.1379 -0.06 -0.14 -0.06 -0.28
H 0.8803 -0.8727 1.4060 -0.07 0.03 0.02 -0.49
H 0.7800 2.9503 -2.2432 -0.03 0.10 0.10 0.50
H 0.8861 2.8874 -4.6861 0.00 -0.02 0.00 0.51
H 0.7765 0.7234 -5.8862 0.00 0.01 0.02 0.46
H 0.5907 -1.3868 -4.6003 0.02 0.01 0.01 0.62
H 0.5320 -1.3398 -2.1703 0.03 0.08 -0.04 -0.36
H 2.9397 1.6996 -1.4852 0.00 0.02 0.03 0.72
H 5.0439 2.6455 -0.6878 0.00 0.01 0.01 0.53
H 5.3233 3.2295 1.7064 -0.01 -0.01 0.00 0.44
H 3.4422 2.8879 3.2738 0.00 0.00 -0.01 0.48
H 1.3270 1.9535 2.4889 -0.08 0.00 0.00 0.34
H 2.0745 -3.3422 -1.5316 -0.04 -0.04 0.02 0.56
H 2.6451 -3.7652 -3.8876 0.01 0.01 0.02 0.44
H 4.2851 -2.3147 -5.0440 0.00 0.00 0.02 0.42
H 5.3636 -0.4571 -3.8226 -0.01 -0.01 0.01 0.47
H 4.8057 -0.0500 -1.4519 -0.03 -0.03 -0.01 0.51
H 1.2679 -2.5487 2.5050 -0.02 0.04 -0.01 0.39
H 1.2804 -4.7556 3.5041 0.00 0.00 0.00 0.47
H 2.9141 -6.4680 2.7630 0.00 0.01 -0.01 0.42
H 4.5483 -5.9018 0.9896 -0.01 0.01 0.01 0.43
H 4.5323 -3.6911 -0.0485 -0.01 0.01 0.00 0.46
S -2.2931 2.0575 4.4995 -0.05 0.11 0.16 -0.29
C -1.5479 1.9626 3.1335 -0.12 -0.16 -0.34 0.70
N -0.8904 1.8928 2.1242 0.50 -0.33 0.18 -1.24